No. 1
Entry from the OMol25 dataset: 2 unconnected molecules or ions with the total composition C5H16NO3PS in a non-equilibrium geometry (wB97M-V/def2-TZVPD).

Each line ends with the natural charge from an NBO analysis.
CARTESIAN COORDINATES (ANGSTROEM)
C 4.75 1.13 -0.89  -0.62
C 3.59 1.73 -0.08  -0.54
S 2.32 0.53 0.39  0.28
C 1.19 0.49 -0.99  -0.41
N 0.09 1.53 -0.87  -0.83
P -1.59 0.78 -1.20  1.53
O -2.01 0.29 0.24  -0.97
O -2.54 2.03 -1.65  -0.97
H 4.44 0.34 -1.55  0.22
H 5.51 0.78 -0.21  0.23
H 5.20 1.94 -1.45  0.22
H 3.17 2.59 -0.59  0.21
H 3.98 2.10 0.85  0.24
H 1.66 0.61 -1.96  0.24
H 0.73 -0.49 -0.98  0.26
H 0.24 2.24 -1.58  0.43
H 0.18 2.02 0.03  0.44
H -2.90 0.60 0.48  0.54
H -2.31 2.88 -1.25  0.50
C -2.92 -2.34 1.45  -0.65
C -3.53 -3.70 1.88  0.00
O -4.75 -3.54 2.40  -0.92
H -2.83 -1.67 2.31  0.18
H -1.91 -2.47 1.02  0.14
H -3.55 -1.86 0.69  0.16
H -2.75 -4.17 2.56  0.06
H -3.46 -4.35 0.96  0.06

Output
Lowest unoccupied orbital energy, eV: -1.56
Electronic energy, eV: -33196.5488
Total charge: 0
HOMO-LUMO gap, eV: 2.7

=====

No. 2
Entry from the OMol25 dataset: 10 unconnected molecules or ions with the total composition C71H75N6O3 in a non-equilibrium geometry (wB97M-V/def2-TZVPD).

Each line ends with the Löwdin charge.
CARTESIAN COORDINATES (ANGSTROEM)
C -5.34 0.60 6.95  -0.10
C -4.14 1.31 6.16  -0.21
C -4.82 2.10 4.97  -0.11
N -3.85 2.70 4.01  0.07
C -4.15 2.78 2.75  -0.20
N -3.27 3.38 1.77  0.14
C -3.76 3.03 0.37  -0.18
C -2.47 2.75 -0.48  -0.11
C -1.97 4.13 -1.13  -0.10
C -0.41 4.07 -1.42  -0.47
N 0.05 3.14 -2.45  0.12
O 0.36 4.75 -0.78  0.07
C -4.69 1.82 0.78  -0.21
O -5.52 1.18 -0.19  0.08
C -4.79 0.11 -0.65  -0.27
N -4.17 -0.84 -0.81  0.21
N -5.33 2.33 2.02  0.03
O -6.17 3.36 1.55  0.05
C -6.25 4.35 2.48  -0.24
N -6.08 5.32 3.07  0.22
C -2.52 3.24 4.40  -0.18
C -1.43 2.26 4.56  0.00
C -0.09 2.75 4.90  -0.04
C 0.16 4.20 5.06  -0.03
C -0.95 5.16 4.90  -0.03
C -2.30 4.67 4.56  0.00
H -5.82 1.33 7.67  0.09
H -6.14 0.27 6.22  0.07
H -4.99 -0.27 7.55  0.08
H -3.46 0.49 5.81  0.11
H -3.63 2.00 6.88  0.12
H -5.46 1.35 4.41  0.13
H -5.54 2.86 5.40  0.16
H -3.36 4.39 1.98  0.15
H -4.21 4.00 0.05  0.16
H -2.75 2.08 -1.34  0.13
H -1.62 2.34 0.11  0.13
H -2.46 4.29 -2.13  0.13
H -2.23 5.03 -0.51  0.12
H 0.98 3.46 -2.75  0.08
H 0.12 2.24 -1.95  0.08
H -3.98 1.05 1.22  0.19
H -1.66 1.18 4.41  0.11
H 0.72 1.98 5.01  0.11
H 1.20 4.56 5.29  0.11
H -0.78 6.26 5.00  0.12
H -3.13 5.41 4.44  0.12
C 1.20 -1.90 -1.99  -0.10
C 1.88 -2.29 -3.14  -0.09
C 2.86 -1.47 -3.68  -0.10
C 3.16 -0.26 -3.07  -0.09
C 2.49 0.13 -1.92  -0.11
C 1.50 -0.69 -1.38  -0.11
H 0.43 -2.54 -1.57  0.10
H 1.65 -3.24 -3.61  0.11
H 3.39 -1.77 -4.58  0.11
H 3.93 0.39 -3.49  0.10
H 2.73 1.08 -1.44  0.09
H 0.97 -0.38 -0.49  0.09
C 5.74 3.17 -1.96  -0.09
C 5.08 3.37 -0.75  -0.10
C 5.61 2.85 0.43  -0.10
C 6.80 2.13 0.40  -0.09
C 7.47 1.94 -0.81  -0.09
C 6.93 2.45 -1.99  -0.09
H 5.33 3.58 -2.87  0.08
H 4.16 3.93 -0.73  0.10
H 5.09 3.00 1.36  0.10
H 7.21 1.73 1.31  0.10
H 8.40 1.38 -0.83  0.09
H 7.45 2.30 -2.93  0.10
C -6.76 -2.55 4.91  -0.11
C -7.04 -2.32 3.57  -0.11
C -8.22 -2.78 3.01  -0.09
C -9.15 -3.46 3.80  -0.09
C -8.87 -3.68 5.15  -0.08
C -7.68 -3.23 5.70  -0.09
H -5.83 -2.20 5.34  0.09
H -6.32 -1.79 2.95  0.09
H -8.44 -2.61 1.96  0.10
H -10.08 -3.81 3.37  0.10
H -9.59 -4.21 5.77  0.11
H -7.47 -3.41 6.75  0.10
C -10.86 -8.00 2.73  -0.09
C -10.19 -6.81 2.51  -0.10
C -10.51 -6.02 1.41  -0.10
C -11.51 -6.42 0.54  -0.09
C -12.18 -7.62 0.76  -0.09
C -11.86 -8.41 1.85  -0.09
H -10.61 -8.62 3.59  0.10
H -9.41 -6.49 3.20  0.09
H -9.97 -5.09 1.24  0.08
H -11.76 -5.81 -0.32  0.08
H -12.96 -7.93 0.07  0.10
H -12.38 -9.34 2.02  0.10
C 11.01 1.51 -2.37  -0.11
C 12.33 1.10 -2.29  -0.10
C 13.35 2.03 -2.28  -0.09
C 13.05 3.39 -2.34  -0.09
C 11.73 3.81 -2.41  -0.09
C 10.71 2.87 -2.43  -0.10
H 10.21 0.78 -2.38  0.09
H 12.56 0.04 -2.24  0.10
H 14.39 1.71 -2.23  0.10
H 13.85 4.12 -2.33  0.10
H 11.50 4.86 -2.46  0.10
H 9.67 3.19 -2.50  0.08
C 5.33 -6.85 -3.09  -0.10
C 6.17 -6.09 -3.89  -0.10
C 6.18 -4.70 -3.77  -0.10
C 5.34 -4.08 -2.85  -0.10
C 4.50 -4.84 -2.06  -0.10
C 4.48 -6.22 -2.18  -0.10
H 5.32 -7.93 -3.18  0.10
H 6.83 -6.58 -4.60  0.10
H 6.84 -4.11 -4.40  0.10
H 5.35 -3.00 -2.76  0.09
H 3.85 -4.35 -1.34  0.10
H 3.82 -6.82 -1.56  0.10
C 2.95 6.23 -5.01  -0.09
C 3.31 4.99 -4.49  -0.11
C 3.38 3.88 -5.33  -0.10
C 3.10 4.02 -6.68  -0.09
C 2.75 5.26 -7.20  -0.09
C 2.67 6.37 -6.36  -0.09
H 2.90 7.09 -4.35  0.10
H 3.54 4.89 -3.44  0.08
H 3.65 2.91 -4.93  0.09
H 3.16 3.16 -7.34  0.10
H 2.53 5.37 -8.26  0.10
H 2.39 7.33 -6.76  0.10
C 12.16 -2.80 1.69  -0.10
C 11.27 -1.81 1.28  -0.10
C 11.71 -0.52 1.05  -0.10
C 13.06 -0.20 1.23  -0.10
C 13.95 -1.19 1.63  -0.09
C 13.50 -2.48 1.87  -0.10
H 11.81 -3.81 1.87  0.10
H 10.22 -2.06 1.13  0.10
H 11.02 0.25 0.74  0.09
H 13.41 0.81 1.05  0.10
H 15.00 -0.94 1.77  0.10
H 14.20 -3.25 2.19  0.10
C -10.16 -3.67 -1.88  -0.09
C -9.48 -2.48 -2.10  -0.10
C -9.80 -1.69 -3.20  -0.10
C -10.80 -2.09 -4.07  -0.09
C -11.48 -3.28 -3.86  -0.09
C -11.15 -4.08 -2.76  -0.09
H -9.91 -4.29 -1.02  0.08
H -8.71 -2.16 -1.41  0.09
H -9.27 -0.76 -3.37  0.10
H -11.05 -1.47 -4.93  0.10
H -12.26 -3.60 -4.54  0.10
H -11.68 -5.01 -2.59  0.09

Output
Lowest unoccupied orbital energy, eV: -4.58
Electronic energy, eV: -89912.3153
Total charge: +1
HOMO-LUMO gap, eV: 5.6

=====

No. 3
Entry from the OMol25 dataset: 2 unconnected molecules or ions with the total composition C6H11OP in a non-equilibrium geometry (wB97M-V/def2-TZVPD).

Each line ends with the natural charge from an NBO analysis.
CARTESIAN COORDINATES (ANGSTROEM)
C 0.04 2.14 0.02  -0.13
C -1.16 1.64 0.33  -0.60
C 1.03 1.19 -0.64  -0.45
C 0.16 -0.03 -1.07  -0.57
C 0.87 -1.40 -1.16  -0.61
C -0.33 -1.35 2.27  -0.66
O -2.53 -0.62 -0.57  -1.04
P -1.27 -0.17 0.07  1.72
H 0.26 3.31 0.08  0.22
H -2.14 2.27 0.63  0.25
H 1.40 1.73 -1.45  0.22
H 1.87 0.95 -0.02  0.22
H -0.19 0.17 -2.19  0.25
H 0.23 -2.00 -1.79  0.22
H 0.93 -1.92 -0.26  0.21
H 1.88 -1.38 -1.57  0.21
H -1.02 -0.78 2.82  0.19
H -0.63 -2.39 1.95  0.20
H 0.60 -1.34 2.54  0.16

Output
Lowest unoccupied orbital energy (alpha / beta), eV: -0.36 / -0.36
Electronic energy, eV: -17733.3064
Total charge: 0
HOMO-LUMO gap (alpha / beta), eV: 8.4 / 8.4
Energy above the lowest of the compared OMol25 structures with the same formula, charge and spin, kJ/mol: 350.6

=====

No. 4
Entry from the OMol25 dataset: 6 unconnected molecules or ions with the total composition C9H23Cl8O6P in a non-equilibrium geometry (wB97M-V/def2-TZVPD).

Each line ends with the natural charge from an NBO analysis.
CARTESIAN COORDINATES (ANGSTROEM)
C 2.73 -29.16 39.24  -0.25
O 1.53 -29.91 39.06  -0.82
P 1.63 -31.48 39.07  2.56
O 2.55 -32.07 38.09  -1.08
O 1.88 -31.86 40.62  -0.81
C 1.80 -33.26 40.90  -0.26
O 0.09 -31.95 38.83  -0.83
C -0.98 -31.02 39.03  -0.27
H 2.70 -28.43 40.05  0.20
H 2.94 -28.63 38.31  0.20
H 3.60 -29.79 39.45  0.20
H 1.59 -33.90 40.05  0.19
H 0.98 -33.42 41.61  0.19
H 2.74 -33.59 41.35  0.20
H -1.89 -31.60 39.24  0.18
H -1.20 -30.57 38.06  0.20
H -0.93 -30.28 39.83  0.21
C -2.57 -33.23 34.66  -0.10
C -1.79 -32.97 35.93  -0.09
O -1.13 -31.71 35.82  -0.76
O -3.48 -32.18 34.41  -0.73
H -3.04 -34.20 34.80  0.19
H -1.81 -33.32 33.87  0.18
H -1.06 -33.78 36.11  0.18
H -2.35 -32.95 36.87  0.16
H -0.35 -31.75 36.39  0.49
H -3.04 -31.36 34.68  0.48
C -1.00 -30.40 32.53  -0.39
Cl 0.57 -29.88 31.87  -0.02
Cl -2.00 -31.27 31.33  -0.04
H -0.81 -31.07 33.36  0.23
H -1.61 -29.56 32.82  0.22
C -5.84 -33.77 36.35  -0.41
Cl -5.67 -34.23 38.04  -0.04
Cl -7.51 -33.36 35.97  -0.03
H -5.26 -32.89 36.10  0.24
H -5.58 -34.65 35.78  0.23
C -2.02 -34.79 39.27  -0.39
Cl -1.90 -35.50 40.88  -0.02
Cl -2.49 -36.01 38.04  -0.05
H -2.81 -34.05 39.26  0.23
H -1.04 -34.45 38.95  0.23
C -5.04 -35.01 32.40  -0.38
Cl -5.33 -36.34 33.56  -0.04
Cl -3.68 -35.44 31.32  -0.03
H -5.96 -34.87 31.85  0.23
H -4.75 -34.10 32.91  0.23

Output
Lowest unoccupied orbital energy, eV: 0.32
SMILES: COP(=O)(OC)OC.ClCCl.ClCCl.ClCCl.ClCCl.OCCO
Electronic energy, eV: -131460.9828
Total charge: 0
HOMO-LUMO gap, eV: 11.1

=====

No. 5
Entry from the OMol25 dataset: 2 unconnected molecules or ions with the total composition C6H12S in a non-equilibrium geometry (wB97M-V/def2-TZVPD).

Each line ends with the natural charge from an NBO analysis.
CARTESIAN COORDINATES (ANGSTROEM)
C -0.16 -0.01 -1.29  -0.40
C -0.94 -0.80 -0.53  -0.14
C -3.15 -0.46 0.14  -0.59
C 2.95 1.41 0.74  -0.72
C -1.76 -0.28 0.62  -0.44
C 2.07 0.23 0.57  -0.19
S 2.67 -1.21 -0.08  0.17
H 0.21 -0.46 -2.17  0.18
H 0.28 0.94 -1.11  0.19
H -3.76 0.22 0.67  0.21
H -3.29 -0.33 -0.97  0.21
H -3.43 -1.50 0.38  0.20
H 3.94 1.28 0.60  0.18
H 2.73 1.72 1.74  0.25
H 2.36 1.85 -0.18  0.26
H -1.53 0.69 0.89  0.21
H -1.68 -0.75 1.64  0.20
H -1.23 -1.74 -0.90  0.19
H 3.72 -0.80 -0.76  0.05

Output
Lowest unoccupied orbital energy, eV: 0.35
Electronic energy, eV: -17246.6420
Total charge: 0
HOMO-LUMO gap, eV: 8.5
Energy above the lowest of the compared OMol25 structures with the same formula, charge and spin, kJ/mol: 478.5

=====

No. 6
Entry from the OMol25 dataset: C5H5NO in the gas phase in a non-equilibrium geometry (wB97M-V/def2-TZVPD).

Each line ends with the natural charge from an NBO analysis.
CARTESIAN COORDINATES (ANGSTROEM)
C 0.33 -0.85 -0.11  -0.41
C -0.85 -1.47 -0.04  -0.02
C 0.33 0.53 -0.46  0.19
C -2.39 0.37 -0.17  0.85
C 1.62 1.11 -0.09  -0.76
N -2.02 -0.75 -0.21  -0.53
O -3.12 1.24 -0.12  -0.49
H 1.27 -1.44 0.37  0.23
H -0.88 -2.47 0.37  0.21
H 2.56 0.37 -0.03  0.24
H 1.23 1.17 0.95  0.24
H 1.93 2.18 -0.46  0.24

Output
⟨S²⟩: 2.037
Lowest unoccupied orbital energy (alpha / beta), eV: 0.95 / -1.67
Electronic energy, eV: -8797.7673
Total charge: 0
HOMO-LUMO gap (alpha / beta), eV: 8.3 / 8.0
Energy above the lowest of the compared OMol25 structures with the same formula, charge and spin, kJ/mol: 109.3
Multiplicity: 3

=====

No. 7
Entry from the OMol25 dataset: a gas-phase ion, C3H8N3O (charge +1) in a non-equilibrium geometry (wB97M-V/def2-TZVPD).

Each line ends with the natural charge from an NBO analysis.
CARTESIAN COORDINATES (ANGSTROEM)
C 1.30 0.09 0.09  0.78
C -0.63 -1.08 0.23  -0.09
C -1.97 0.92 -0.23  -0.42
N -0.96 0.32 0.55  -0.09
N 0.79 -1.17 0.09  -0.58
N 2.47 0.61 -0.17  -0.76
O 0.32 0.98 0.33  -0.34
H -0.92 -1.71 1.10  0.22
H -1.03 -1.67 -0.62  0.21
H -1.76 1.99 -0.13  0.24
H -1.97 0.59 -1.22  0.19
H -2.78 0.46 0.33  0.24
H 1.36 -2.08 0.09  0.47
H 3.33 0.11 -0.59  0.47
H 2.46 1.62 0.14  0.46

Output
Lowest unoccupied orbital energy, eV: -3.33
SMILES: CN1CNC(=[NH2+])O1
Electronic energy, eV: -9749.5123
Total charge: +1
HOMO-LUMO gap, eV: 10.3
Energy above the lowest of the compared OMol25 structures with the same formula, charge and spin, kJ/mol: 284.8

=====

Q: total charge of number 2 (C71H75N6O3)?
A: +1

=====

Q: Which value of electronic energy does entry 3 give?
A: -17733.3064 eV